DFT (ωB97M-V/def2-TZVPD) results for C13H19AlF3O10S as an isolated structure in a non-equilibrium geometry.

Last column: natural (NBO) charge in e.
Atoms and positions in Å:
Al: -2.2930 -4.1421 -1.0354  1.15
C: 1.3321 -0.9163 -0.9360  0.75
F: 0.2272 -0.2494 -1.2752  -0.33
F: 2.3745 -0.1772 -1.2303  -0.28
F: 1.2426 -1.2247 0.3543  -0.31
S: 1.4490 -2.5692 -1.8798  2.27
O: 0.2294 -3.2859 -1.5371  -0.88
O: 1.4769 -2.2658 -3.3026  -0.76
O: 2.6463 -3.1667 -1.3215  -0.77
O: -2.1215 -1.4919 -0.2716  -0.64
H: -1.5835 -0.6865 -0.2329  0.46
O: -0.1034 3.8417 0.3632  -0.55
C: 0.9964 3.4140 0.5619  0.79
O: 2.0962 4.1796 0.4357  -0.48
C: 3.3358 3.4640 0.7662  -0.07
C: 2.8918 2.0505 1.1055  -0.44
C: 1.3986 1.9926 0.9308  -0.55
H: 3.9125 4.0616 1.4611  0.21
H: 3.7756 3.4236 -0.2320  0.19
H: 3.2070 1.8916 2.1368  0.22
H: 3.4001 1.3642 0.4272  0.23
H: 1.1438 1.7280 1.9641  0.25
H: 0.8215 1.2570 0.3868  0.23
O: -3.1860 2.9402 -5.2332  -0.44
C: -3.1290 2.3925 -4.1742  0.78
O: -1.9719 2.2524 -3.5237  -0.45
C: -2.1010 1.5632 -2.2932  -0.09
C: -3.5949 1.1641 -2.1622  -0.43
C: -4.2976 2.0202 -3.2788  -0.50
H: -1.8008 2.1560 -1.4296  0.21
H: -1.5091 0.6515 -2.2703  0.19
H: -4.0587 1.4076 -1.2063  0.23
H: -3.8615 0.1196 -2.3154  0.21
H: -4.7246 2.9172 -2.8417  0.26
H: -4.9644 1.3637 -3.8292  0.25
O: -0.5568 -4.3421 1.2940  -0.63
C: 0.0202 -3.7121 2.1453  0.83
O: 1.2925 -4.0535 2.4463  -0.45
C: 1.7824 -3.1703 3.4888  -0.08
C: 0.8401 -1.9962 3.5659  -0.44
C: -0.4101 -2.3940 2.7988  -0.52
H: 2.8072 -2.8073 3.5066  0.22
H: 1.6403 -3.8260 4.3519  0.19
H: 1.2366 -1.0609 3.1634  0.21
H: 0.6655 -1.7373 4.6113  0.24
H: -0.7627 -1.6930 2.0515  0.25
H: -1.2120 -2.6482 3.4950  0.25

Atoms 1-3, force components in eV/Å:
Al 1.42 1.25 0.71
C -0.25 -1.45 -1.03
F -0.12 0.04 -0.10

Calculated values
Relative energy (zero: lowest compared OMol25 entry of this formula, charge and spin): 0.000 eV
Net charge: +1
Orbital gap: 2.196 eV

DFT (ωB97M-V/def2-TZVPD) results for C13H19BClF4MgN2NaO7 as an isolated structure in a non-equilibrium geometry.

Last column: natural (NBO) charge in e.
Atoms and positions in Å:
O: 4.6839 -4.9660 1.1217  -0.74
C: 4.7480 -4.0625 0.1079  0.92
O: 5.9959 -4.0894 -0.6887  -0.67
N: 3.5709 -3.1049 -0.1728  -0.67
C: 3.3450 -2.2477 1.0529  -0.38
C: 1.7739 -1.9721 1.4311  0.50
O: 1.5114 -0.8629 2.1769  -0.52
C: 0.4811 -2.8671 0.9671  -0.07
C: -0.8703 -2.0318 0.4790  -0.29
C: -2.2832 -2.7303 0.0206  -0.27
C: -2.4015 -4.3658 0.0234  -0.19
C: -1.0713 -5.2128 0.5022  -0.17
C: 0.3681 -4.5030 0.9727  -0.25
H: 6.7396 -4.5442 -0.1657  0.53
H: 3.9793 -2.4401 -0.8960  0.45
H: 3.9073 -2.6445 2.0278  0.25
H: 3.8290 -1.1757 0.8487  0.35
H: -0.8197 -0.8618 0.4947  0.24
H: -3.1829 -2.0078 -0.2754  0.26
H: -3.4313 -4.8426 -0.2849  0.28
H: -1.1797 -6.3870 0.5301  0.26
H: 1.2713 -5.1644 1.3365  0.12
Na: -2.4313 -0.8608 2.0889  0.99
Cl: 3.2687 -0.5869 -1.2763  -0.53
C: -2.8496 3.9499 -0.0462  -0.64
C: -2.9529 3.0865 -1.2934  -0.07
O: -3.9874 2.1083 -1.2225  -0.57
C: -5.3150 2.5999 -1.0530  -0.06
C: -5.7681 3.5166 -2.1766  -0.65
H: -2.6828 3.3248 0.8395  0.17
H: -2.0194 4.6578 -0.1397  0.28
H: -3.7606 4.5256 0.1278  0.21
H: -2.0129 2.5404 -1.4204  0.18
H: -3.0751 3.7016 -2.1897  0.18
H: -5.4140 3.0896 -0.0787  0.16
H: -5.9731 1.7234 -1.0254  0.17
H: -5.1499 4.4144 -2.2472  0.22
H: -6.8033 3.8329 -2.0157  0.22
H: -5.7055 2.9998 -3.1405  0.21
Mg: 2.2967 -5.0185 2.9892  0.97
B: -1.0033 7.3940 0.2893  1.37
F: -0.6630 6.6784 1.5082  -0.59
F: -0.5751 8.7786 0.4045  -0.59
F: -0.3330 6.7720 -0.8411  -0.59
F: -2.4420 7.3470 0.0853  -0.60
N: 8.5967 -1.8727 0.0559  0.70
O: 7.7415 -1.5540 0.8986  -0.36
O: 8.8182 -1.1307 -0.9154  -0.33
O: 9.2305 -2.9332 0.1846  -0.38

Atoms 1-3, force components in eV/Å:
O -0.41 4.76 -4.68
C 1.01 -3.57 3.55
O -3.45 0.41 2.52

Calculated values
Orbital gap: 2.004 eV

DFT (ωB97M-V/def2-TZVPD) results for a 2-piece molecular cluster, C13H19Br2FNO2 overall in a non-equilibrium geometry.

Last column: natural (NBO) charge in e.
Atoms and positions in Å:
O: -3.0205 -1.6572 -0.1299  -0.50
C: -2.3764 -1.9645 -1.0724  0.88
F: -2.7201 -1.5682 -2.3357  -0.32
C: -1.1059 -2.8576 -0.9244  -0.56
C: -0.3282 -2.5489 0.3890  0.01
C: 0.1648 -3.6658 1.1550  0.05
N: 0.8823 -3.4828 2.3153  -0.43
C: 1.1578 -2.2286 2.7781  0.09
C: 0.7138 -0.9998 2.0968  0.01
C: 1.1465 0.3475 2.7484  -0.47
C: 0.5480 1.6413 2.0813  -0.41
C: 1.6158 2.5174 1.2968  -0.43
C: 2.9234 2.8086 2.1183  -0.08
O: 3.9808 1.8745 1.7682  -0.73
C: -0.0522 -1.1674 0.8659  -0.10
H: -0.4384 -2.7015 -1.8218  0.27
H: -1.3883 -3.9401 -0.9311  0.27
H: -0.0448 -4.7046 0.8103  0.25
H: 1.2345 -4.2859 2.8371  0.46
H: 1.7723 -2.1369 3.7065  0.25
H: 0.7854 0.3385 3.8176  0.25
H: 2.2708 0.3367 2.8031  0.27
H: -0.2823 1.4352 1.3465  0.21
H: 0.0860 2.3346 2.8403  0.23
H: 1.8477 2.0305 0.3153  0.20
H: 1.1182 3.5152 1.1221  0.23
H: 3.3120 3.8430 1.9152  0.19
H: 2.7804 2.7025 3.2331  0.18
H: 3.7791 1.4548 0.9176  0.46
H: -0.4103 -0.2808 0.3014  0.26
Br: -2.6769 3.7718 -4.1945  -0.01
C: -2.7042 2.1690 -5.3000  -0.45
C: -2.4966 0.9286 -4.4707  -0.44
Br: -0.6239 0.7165 -3.9706  -0.04
H: -1.9477 2.3017 -6.0702  0.24
H: -3.6906 2.1590 -5.7627  0.24
H: -2.7393 0.0361 -5.0469  0.23
H: -3.0732 0.9274 -3.5486  0.23

Atoms 1-3, force components in eV/Å:
O -0.04 0.24 -0.50
C 0.23 -0.45 0.41
F 0.68 -0.70 1.16

Calculated values
Net charge: +1
Orbital gap: 7.308 eV

DFT (ωB97M-V/def2-TZVPD) results for one molecule with the formula C13H19BrN2O3S.

Last column: natural (NBO) charge in e.
Atoms and positions in Å:
C: -4.9133 -1.9151 -0.9140  -0.61
C: -4.1998 -2.0705 0.4233  -0.39
H: -4.9342 -2.0825 1.2324  0.19
H: -3.6687 -3.0245 0.4384  0.21
C: -3.1823 -0.9531 0.6817  -0.06
N: -2.4122 -1.2639 1.8744  -0.61
C: -1.0721 -1.3417 1.8702  0.71
O: -0.4044 -1.3816 0.8518  -0.67
C: -0.4390 -1.4855 3.2502  -0.52
C: 1.0377 -1.1135 3.1893  -0.23
N: 1.1910 0.3270 3.2484  -0.86
S: 0.4220 1.3721 2.2117  2.31
O: 1.0130 2.6470 2.4982  -0.94
O: -0.9973 1.2424 2.3730  -0.95
C: 0.8637 0.9522 0.5250  -0.21
C: -0.0940 1.0918 -0.4599  -0.19
C: 0.2261 0.7977 -1.7724  -0.22
C: 1.5116 0.3723 -2.0663  -0.07
C: 2.4820 0.2515 -1.0857  -0.23
C: 2.1494 0.5513 0.2247  -0.21
H: 2.8906 0.4694 1.0046  0.22
H: 3.4779 -0.0764 -1.3418  0.23
Br: 1.9581 -0.0486 -3.8595  0.06
H: -0.5104 0.8887 -2.5559  0.23
H: -1.0843 1.4128 -0.1824  0.24
H: 2.1371 0.6417 3.3905  0.41
H: 1.5694 -1.5313 4.0483  0.21
H: 1.4623 -1.5317 2.2651  0.21
H: -0.9488 -0.8412 3.9647  0.23
H: -0.5417 -2.5272 3.5626  0.24
H: -2.8810 -1.1096 2.7532  0.39
C: -3.8336 0.4177 0.8494  -0.63
H: -4.6747 0.3566 1.5379  0.20
H: -4.1911 0.7966 -0.1035  0.21
H: -3.1033 1.1128 1.2584  0.24
H: -2.4571 -0.9286 -0.1384  0.22
H: -4.1909 -1.8656 -1.7252  0.20
H: -5.5168 -1.0117 -0.9315  0.20
H: -5.5687 -2.7646 -1.0904  0.21

Atoms 1-3, force components in eV/Å:
C 0.01 -0.06 0.26
C 0.21 0.16 -0.30
H 0.01 -0.04 0.11

Calculated values
Relative energy (zero: lowest compared OMol25 entry of this formula, charge and spin): 0.250 eV
SMILES: CC[C@@H](C)NC(=O)CCNS(=O)(=O)c1ccc(Br)cc1
Orbital gap: 9.676 eV

DFT (ωB97M-V/def2-TZVPD) results for a 3-piece molecular cluster, C13H19Cl2F2NO9S3 overall in a non-equilibrium geometry.

Last column: natural (NBO) charge in e.
Atoms and positions in Å:
C: 0.7687 0.7887 3.4251  -0.65
C: 0.0170 0.0058 2.4191  -0.05
Cl: 0.1444 0.5845 0.7894  0.02
C: -0.7324 -1.0436 2.6444  0.19
Cl: -0.9166 -1.6957 4.2424  0.02
O: -1.4094 -1.6882 1.6358  -0.67
S: -3.0762 -1.3900 1.6206  1.77
O: -3.6450 -2.4587 2.3685  -0.88
O: -3.0821 0.0154 2.5696  -0.56
N: -4.4076 0.4770 2.6804  -0.28
C: -4.6082 0.6740 4.1366  0.97
O: -3.7643 1.1476 4.8262  -0.49
F: -5.7436 0.2553 4.5923  -0.27
C: -4.4438 1.7922 2.1238  0.96
O: -5.0759 2.6959 2.5577  -0.53
F: -3.7061 1.8800 1.0631  -0.28
H: 0.6312 0.4211 4.4288  0.24
H: 1.8240 0.7076 3.1783  0.25
H: 0.5130 1.8387 3.3773  0.24
C: 4.8270 2.8861 -1.8274  -0.41
C: 3.6224 3.8372 -1.8109  -0.40
C: 2.5305 3.1813 -0.9552  -0.68
S: 3.3866 2.1381 0.2304  2.17
O: 3.0658 0.7616 -0.0423  -0.95
O: 3.2533 2.6991 1.5514  -0.94
C: 5.0382 2.4557 -0.3786  -0.67
H: 5.7160 3.3657 -2.2339  0.23
H: 4.6010 2.0148 -2.4459  0.22
H: 3.9175 4.7890 -1.3650  0.21
H: 3.2588 4.0460 -2.8157  0.23
H: 1.9363 3.9150 -0.4170  0.26
H: 1.8805 2.5431 -1.5508  0.25
H: 5.6434 1.5583 -0.2756  0.26
H: 5.4603 3.2644 0.2172  0.24
C: -0.6999 -4.2912 -3.2997  -0.41
C: -0.1539 -3.6757 -2.0039  -0.40
C: -0.6159 -2.2141 -1.9596  -0.68
S: -2.1520 -2.1467 -2.8903  2.17
O: -1.9463 -1.3378 -4.0646  -0.94
O: -3.2491 -1.9004 -1.9886  -0.95
C: -2.1636 -3.8684 -3.3771  -0.67
H: -0.5977 -5.3753 -3.3076  0.23
H: -0.1517 -3.8943 -4.1570  0.21
H: -0.5588 -4.2158 -1.1455  0.21
H: 0.9314 -3.7444 -1.9503  0.23
H: -0.8008 -1.8737 -0.9435  0.26
H: 0.0964 -1.5512 -2.4469  0.25
H: -2.5920 -3.9625 -4.3720  0.25
H: -2.7709 -4.4116 -2.6537  0.24

Atoms 1-3, force components in eV/Å:
C 0.59 -0.14 -0.19
C 0.33 0.90 -0.23
Cl -0.26 0.04 0.06

Calculated values
Relative energy (zero: lowest compared OMol25 entry of this formula, charge and spin): 0.394 eV
Orbital gap: 9.605 eV

DFT (ωB97M-V/def2-TZVPD) results for a 5-piece molecular cluster, C13H19Cl6F6NO5 overall in a non-equilibrium geometry.

Last column: natural (NBO) charge in e.
Atoms and positions in Å:
C: -1.7052 -0.6165 2.2828  0.53
O: -1.2527 -1.7513 2.1750  -0.68
N: -0.9280 0.4602 2.0578  -0.42
C: -1.4741 1.8113 2.1382  -0.41
C: 0.4951 0.3608 1.8164  -0.43
H: -2.7560 -0.3930 2.5072  0.13
H: -2.4264 1.8648 2.6589  0.22
H: -1.5145 2.2360 1.1325  0.19
H: -0.7935 2.4627 2.6923  0.21
H: 0.7586 1.1444 1.1064  0.21
H: 1.0441 0.6233 2.7277  0.21
H: 0.7965 -0.6461 1.5508  0.24
C: -2.7723 0.8502 -1.5493  -0.63
C: -1.7713 -0.3041 -1.5877  -0.08
O: -1.6268 -0.7381 -2.9131  -0.49
C: -2.3986 -1.6327 -3.5095  0.70
O: -3.3954 -2.0771 -3.0261  -0.55
C: -2.0332 -1.8639 -4.9781  0.90
F: -2.0388 -3.1620 -5.2503  -0.30
F: -2.9529 -1.3011 -5.7600  -0.31
F: -0.8707 -1.3021 -5.2940  -0.30
H: -3.7157 0.4927 -1.9611  0.23
H: -2.4038 1.5863 -2.2676  0.21
H: -2.9011 1.2553 -0.5485  0.21
H: -2.1773 -1.1471 -1.0143  0.20
H: -0.8091 -0.0775 -1.1293  0.20
C: 1.9104 2.4672 -2.1983  -0.66
C: 2.5784 1.6376 -1.1215  -0.08
O: 2.6293 2.1705 0.1998  -0.49
C: 3.3412 3.2608 0.4856  0.70
O: 3.8034 4.0041 -0.3239  -0.53
C: 3.3248 3.4996 2.0072  0.90
F: 3.2889 2.3457 2.6838  -0.31
F: 4.3145 4.2791 2.3931  -0.28
F: 2.1543 4.1149 2.3507  -0.33
H: 2.2462 2.2780 -3.2136  0.23
H: 2.1177 3.5103 -1.9428  0.24
H: 0.8169 2.4996 -2.2190  0.21
H: 3.5971 1.4732 -1.4805  0.20
H: 2.0857 0.6764 -0.9874  0.20
C: 0.1022 -3.6782 4.3211  -0.29
Cl: 1.2062 -4.3592 3.0847  -0.01
Cl: 0.7929 -2.3214 5.1809  0.03
Cl: -0.4226 -4.9187 5.4527  0.02
H: -0.7702 -3.3920 3.7449  0.26
C: 0.4806 -3.4981 -0.4005  -0.30
Cl: -1.0998 -3.7247 -1.1119  0.03
Cl: 1.3738 -2.1882 -1.1663  0.00
Cl: 1.4059 -4.9895 -0.4518  0.02
H: 0.3452 -3.2827 0.6558  0.25

Atoms 1-3, force components in eV/Å:
C 1.29 -0.38 -0.67
O -0.57 -0.19 0.33
N -1.03 0.52 0.52

Calculated values
Relative energy (zero: lowest compared OMol25 entry of this formula, charge and spin): 0.339 eV
SMILES: CCOC(=O)C(F)(F)F.CCOC(=O)C(F)(F)F.ClC(Cl)Cl.ClC(Cl)Cl.CN(C)C=O
Orbital gap: 10.190 eV